# 1
{
  "formula": "C15H20O13Rb",
  "method": "ωB97M-V with the def2-TZVPD basis set",
  "e_homo_ev": -2.418,
  "charge": -1,
  "max_force_ev_per_a": 4.63,
  "orbital_gap_ev": 3.69,
  "e_tot_ev": -43150.2865,
  "species": ["Rb", "C", "C", "C", "O", "C", "C", "C", "O", "O", "O", "H", "H", "C", "O", "C", "O", "O", "C", "H", "H", "H", "H", "H", "H", "C", "O", "C", "O", "O", "C", "H", "H", "H", "H", "H", "H", "C", "O", "C", "O", "O", "C", "H", "H", "H", "H", "H", "H"],
  "coordinates": [[-0.7340, -0.4732, -1.3362], [-2.5994, 4.0986, -3.4559], [-1.8772, 4.9595, -4.4452], [-0.3389, 4.8791, -4.5801], [0.3604, 5.6832, -5.1291], [0.3060, 3.7830, -3.9336], [-0.3875, 2.8531, -3.2054], [-1.9361, 3.0549, -2.9180], [-2.5873, 2.3460, -2.0737], [0.3485, 1.8108, -2.8637], [-2.5488, 5.7677, -5.1079], [-3.6495, 4.2784, -3.2784], [1.3476, 3.6466, -4.1844], [1.4651, -3.3122, -0.8970], [2.3273, -2.2827, -0.4912], [3.5893, -2.5940, -0.0447], [4.0222, -3.6890, 0.3998], [4.3254, -1.3971, 0.0260], [5.7318, -1.4367, -0.0718], [1.9505, -3.6595, -1.8090], [0.4122, -3.0474, -0.9938], [1.2711, -4.0565, -0.1247], [6.0123, -2.0337, -0.9395], [6.2403, -1.7989, 0.8218], [6.0122, -0.3980, -0.2472], [-1.6768, 2.6077, 2.6391], [-0.8387, 1.6365, 3.1904], [-0.1156, 0.8053, 2.4004], [-0.1466, 0.6974, 1.1704], [0.6344, 0.1239, 3.2693], [1.7214, -0.7067, 2.6932], [-1.8612, 2.3066, 1.6079], [-1.2348, 3.5996, 2.7329], [-2.5760, 2.6961, 3.2488], [1.3883, -1.5453, 2.0816], [2.3624, -1.1147, 3.4747], [2.3690, -0.0882, 2.0718], [-3.8187, -0.4300, 1.3010], [-3.3835, -1.6660, 1.9579], [-2.2673, -2.2074, 1.6391], [-1.5545, -1.9202, 0.6919], [-2.1587, -3.3427, 2.4404], [-1.2382, -4.3751, 2.2078], [-4.4588, 0.2147, 1.9033], [-4.4538, -0.5873, 0.4292], [-3.0312, 0.2645, 1.0084], [-0.9267, -4.5830, 1.1841], [-1.4767, -5.2556, 2.8043], [-0.3211, -4.1122, 2.7350]]
}

=====

# 2
{
  "formula": "C15H20O5S",
  "method": "ωB97M-V with the def2-TZVPD basis set",
  "e_homo_ev": -8.227,
  "charge": 0,
  "max_force_ev_per_a": 0.69,
  "orbital_gap_ev": 8.84,
  "e_tot_ev": -36953.3593,
  "species": ["C", "C", "C", "C", "O", "C", "C", "C", "C", "C", "C", "H", "H", "C", "H", "H", "S", "C", "C", "O", "O", "H", "C", "C", "O", "O", "H", "H", "H", "H", "H", "H", "H", "H", "H", "H", "H", "H", "H", "H", "H"],
  "coordinates": [[-1.8419, 2.7718, -2.5854], [-1.2692, 2.9843, -1.1886], [-0.1139, 3.9876, -1.1682], [1.2185, 3.4380, -1.6903], [1.8520, 2.6008, -0.7417], [1.6694, 1.2545, -0.7282], [2.1818, 0.6040, 0.3979], [2.0843, -0.7644, 0.5294], [1.4771, -1.5288, -0.4634], [0.9752, -0.8830, -1.5838], [1.0661, 0.4896, -1.7227], [0.6604, 0.9433, -2.6124], [0.4942, -1.4651, -2.3565], [1.3524, -3.0092, -0.3143], [1.7898, -3.5325, -1.1658], [1.8194, -3.3580, 0.6051], [-0.3868, -3.5982, -0.3267], [-1.0355, -3.1113, 1.3179], [-0.1463, -3.7276, 2.3705], [0.8932, -3.2528, 2.7492], [-0.6108, -4.9008, 2.7885], [-0.0255, -5.2822, 3.4622], [-1.1414, -1.6032, 1.4856], [-1.7052, -1.2694, 2.8437], [-1.8912, -2.0580, 3.7307], [-1.9707, 0.0343, 2.9629], [-2.3049, 0.2339, 3.8521], [-1.7637, -1.1617, 0.7064], [-0.1502, -1.1452, 1.4238], [-2.0158, -3.5896, 1.3637], [2.4741, -1.2491, 1.4128], [2.6529, 1.2026, 1.1613], [1.0955, 2.9404, -2.6552], [1.9158, 4.2714, -1.8265], [-0.3828, 4.8604, -1.7667], [0.0554, 4.3209, -0.1423], [-0.9351, 2.0322, -0.7721], [-2.0644, 3.3609, -0.5414], [-1.0871, 2.4045, -3.2762], [-2.2330, 3.7072, -2.9804], [-2.6519, 2.0470, -2.5551]]
}

=====

# 3
{
  "formula": "C15H20O6",
  "method": "ωB97M-V with the def2-TZVPD basis set",
  "e_homo_ev": -8.751,
  "charge": 0,
  "max_force_ev_per_a": 13.09,
  "orbital_gap_ev": 8.28,
  "e_tot_ev": -28150.5885,
  "species": ["C", "C", "C", "O", "O", "C", "C", "C", "H", "H", "O", "C", "O", "C", "C", "H", "H", "H", "C", "H", "H", "O", "C", "O", "C", "C", "H", "H", "H", "C", "C", "H", "H", "H", "H", "H", "H", "H", "H", "H", "H"],
  "coordinates": [[-2.3855, 0.1959, -3.4180], [-1.2848, -0.4939, -3.7476], [-0.0290, -0.8248, -2.8756], [0.8969, -1.2629, -3.3932], [-0.5356, -0.7027, -1.7294], [0.5858, -0.7053, -0.8561], [1.0823, 0.7466, -0.3414], [0.0656, 1.3076, 0.2334], [0.4447, 2.1705, 0.8043], [-0.5909, 1.7977, -0.5423], [-0.6279, 0.6961, 1.0372], [-1.9898, 0.3935, 0.5814], [-2.7558, 0.8764, -0.2699], [-2.7128, -0.3826, 1.6474], [-4.0735, -0.8854, 1.4064], [-4.6336, -1.2930, 2.0248], [-4.7696, -0.3232, 0.6169], [-2.2663, -0.7094, 2.4174], [2.3292, 0.2376, 0.9858], [3.0307, 1.1981, 0.8784], [2.6811, -0.7686, 0.6964], [1.7185, 0.5375, 2.0702], [1.1398, -0.6624, 2.6583], [1.0449, -1.6122, 2.0469], [0.6065, -0.6740, 3.9608], [-0.2172, -1.3935, 4.7245], [-0.8818, -1.2081, 5.6066], [-0.1708, -2.3960, 4.2651], [0.5053, 0.6798, 4.2698], [1.8607, 1.4660, -1.3343], [3.2405, 0.6941, -1.9926], [3.8400, 0.3256, -1.2910], [2.8813, -0.1191, -2.5413], [3.4736, 1.4119, -2.7108], [1.1062, 1.5957, -2.1939], [2.3903, 2.4118, -0.9031], [0.2684, -1.5184, 0.0275], [1.4839, -1.0592, -1.2605], [-1.0865, -0.7449, -4.9493], [-3.0696, 0.4423, -4.2553], [-2.5949, 0.5550, -2.3541]]
}

=====

# 4
{
  "formula": "C15H21CeF5IO3P2",
  "method": "ωB97M-V with the def2-TZVPD basis set",
  "e_homo_ev": [-13.540, -13.551],
  "charge": 2,
  "max_force_ev_per_a": 5.73,
  "orbital_gap_ev": [4.82, 4.83],
  "multiplicity": 2,
  "e_tot_ev": -75217.0383,
  "species": ["C", "C", "H", "H", "H", "O", "I", "Ce", "P", "C", "C", "H", "H", "H", "H", "H", "H", "C", "H", "H", "H", "P", "C", "C", "H", "H", "H", "C", "H", "H", "H", "H", "H", "H", "C", "O", "F", "C", "C", "F", "C", "F", "C", "O", "C", "F", "C", "F"],
  "coordinates": [[-2.9151, 4.7932, 0.3065], [-2.6292, 3.6443, -0.4632], [-3.6584, 5.4242, -0.2279], [-1.9756, 5.3577, 0.4525], [-3.3197, 4.4702, 1.2832], [-2.4380, 2.7009, -1.1186], [0.0113, 2.6767, 2.8430], [0.0721, 0.6705, 0.6815], [-2.2187, -0.9278, 1.2324], [-2.8032, -2.4282, 0.3930], [-1.6634, -1.6171, 2.8409], [-2.5562, -2.0137, 3.3390], [-4.2476, -0.7647, 2.4995], [-1.2085, -0.8405, 3.4695], [-3.5858, 0.8574, 2.1134], [-1.9886, -3.1622, 0.3256], [-0.9249, -2.4133, 2.6871], [-3.7851, -0.1452, 1.7179], [-3.6403, -2.8581, 0.9662], [-4.4514, -0.0511, 0.8516], [-3.1207, -2.1791, -0.6298], [1.6103, 1.7534, -1.4963], [2.2511, 1.1298, -3.0785], [1.6138, 3.5394, -1.8395], [2.9156, 1.6943, 0.6165], [3.7746, 2.4676, -0.7501], [3.6518, 0.6760, -0.6579], [3.1327, 1.6245, -0.4623], [1.1490, 4.0850, -1.0099], [2.6582, 3.8668, -1.9517], [3.0494, 1.7916, -3.4354], [1.4459, 1.0867, -3.8186], [1.0553, 3.7678, -2.7555], [2.6444, 0.1163, -2.9536], [-0.9961, 0.0779, -1.5716], [-1.4845, -0.1945, -2.5877], [4.3329, -5.4212, 1.2661], [3.6321, -4.2767, 1.3400], [3.3782, -3.5695, 0.1630], [3.8575, -4.0646, -0.9985], [2.6026, -2.4308, 0.2047], [2.2968, -1.7587, -0.9561], [2.0502, -1.9772, 1.4175], [1.2432, -0.9234, 1.4103], [2.3434, -2.6831, 2.5992], [1.8427, -2.2658, 3.7884], [3.1189, -3.8281, 2.5577], [3.3460, -4.5390, 3.6800]]
}

=====

Copy entry 4 word for word.
{
  "formula": "C15H21CeF5IO3P2",
  "method": "ωB97M-V with the def2-TZVPD basis set",
  "e_homo_ev": [-13.540, -13.551],
  "charge": 2,
  "max_force_ev_per_a": 5.73,
  "orbital_gap_ev": [4.82, 4.83],
  "multiplicity": 2,
  "e_tot_ev": -75217.0383,
  "species": ["C", "C", "H", "H", "H", "O", "I", "Ce", "P", "C", "C", "H", "H", "H", "H", "H", "H", "C", "H", "H", "H", "P", "C", "C", "H", "H", "H", "C", "H", "H", "H", "H", "H", "H", "C", "O", "F", "C", "C", "F", "C", "F", "C", "O", "C", "F", "C", "F"],
  "coordinates": [[-2.9151, 4.7932, 0.3065], [-2.6292, 3.6443, -0.4632], [-3.6584, 5.4242, -0.2279], [-1.9756, 5.3577, 0.4525], [-3.3197, 4.4702, 1.2832], [-2.4380, 2.7009, -1.1186], [0.0113, 2.6767, 2.8430], [0.0721, 0.6705, 0.6815], [-2.2187, -0.9278, 1.2324], [-2.8032, -2.4282, 0.3930], [-1.6634, -1.6171, 2.8409], [-2.5562, -2.0137, 3.3390], [-4.2476, -0.7647, 2.4995], [-1.2085, -0.8405, 3.4695], [-3.5858, 0.8574, 2.1134], [-1.9886, -3.1622, 0.3256], [-0.9249, -2.4133, 2.6871], [-3.7851, -0.1452, 1.7179], [-3.6403, -2.8581, 0.9662], [-4.4514, -0.0511, 0.8516], [-3.1207, -2.1791, -0.6298], [1.6103, 1.7534, -1.4963], [2.2511, 1.1298, -3.0785], [1.6138, 3.5394, -1.8395], [2.9156, 1.6943, 0.6165], [3.7746, 2.4676, -0.7501], [3.6518, 0.6760, -0.6579], [3.1327, 1.6245, -0.4623], [1.1490, 4.0850, -1.0099], [2.6582, 3.8668, -1.9517], [3.0494, 1.7916, -3.4354], [1.4459, 1.0867, -3.8186], [1.0553, 3.7678, -2.7555], [2.6444, 0.1163, -2.9536], [-0.9961, 0.0779, -1.5716], [-1.4845, -0.1945, -2.5877], [4.3329, -5.4212, 1.2661], [3.6321, -4.2767, 1.3400], [3.3782, -3.5695, 0.1630], [3.8575, -4.0646, -0.9985], [2.6026, -2.4308, 0.2047], [2.2968, -1.7587, -0.9561], [2.0502, -1.9772, 1.4175], [1.2432, -0.9234, 1.4103], [2.3434, -2.6831, 2.5992], [1.8427, -2.2658, 3.7884], [3.1189, -3.8281, 2.5577], [3.3460, -4.5390, 3.6800]]
}